Molecular formula: C6H9F6N2O2S
Method: DFT, ωB97M-V/def2-TZVPD

```
26
C6H9F6N2O2S, DFT ωB97M-V/def2-TZVPD
O 1.751 -1.873 1.357
S 2.005 -1.667 -0.023
O 1.362 -2.443 -1.020
F 3.529 -1.794 -0.231
C 1.811 0.122 -0.393
C 0.637 0.391 -1.307
N -0.694 0.517 -0.623
C -1.435 -0.746 -0.367
F -0.954 -1.357 0.716
F -1.289 -1.546 -1.425
C -2.969 -0.491 -0.151
F -3.199 -0.035 1.078
F -3.584 -1.667 -0.309
F -3.402 0.372 -1.074
C -0.556 1.418 0.587
C 0.575 1.045 1.501
N 1.861 0.941 0.796
H 2.692 0.360 -0.982
H 0.820 1.358 -1.759
H 0.623 -0.333 -2.112
H -1.286 1.040 -1.273
H -0.340 2.395 0.168
H -1.491 1.507 1.122
H 0.662 1.852 2.217
H 0.368 0.149 2.081
H 2.507 0.485 1.429
```

Its spin multiplicity is 1. For the total energy, the calculation gives -1491.1343 hartree. Its total charge is +1. For the strongest force on any atom, the calculation gives 1.2 eV/Å. Its structure (SMILES) is O=S(=O)(F)[C@H]1C[N@@H+](C(F)(F)C(F)(F)F)CCN1.

Molecular formula: C36H72O30S9
Method: DFT, ωB97M-V/def2-TZVPD

```
147
C36H72O30S9, DFT ωB97M-V/def2-TZVPD
C 6.649 -0.009 4.967
C 7.641 1.099 5.408
O 7.554 1.992 4.322
S 5.996 2.219 3.828
O 5.892 2.772 2.483
O 5.319 2.956 4.920
O 5.776 0.539 3.992
H 6.069 -0.253 5.857
H 7.127 -0.922 4.611
H 8.656 0.726 5.549
H 7.315 1.644 6.295
C -7.550 -3.380 -6.495
C -7.371 -3.676 -4.948
O -5.965 -3.803 -4.851
S -5.343 -4.633 -6.196
O -5.833 -6.062 -6.206
O -3.930 -4.315 -6.459
O -6.350 -3.676 -7.100
H -7.737 -2.328 -6.708
H -8.248 -4.021 -7.033
H -7.954 -4.560 -4.689
H -7.702 -2.867 -4.298
C 0.566 1.268 9.781
C 0.133 1.989 8.464
O -1.171 1.570 8.155
S -1.931 0.727 9.434
O -1.874 -0.725 9.172
O -3.102 1.494 9.852
O -0.714 1.187 10.385
H 1.132 1.887 10.478
H 1.031 0.283 9.734
H 0.773 1.789 7.604
H 0.176 3.066 8.631
O -2.330 -8.211 1.873
S -3.499 -8.080 0.984
O -3.961 -9.286 0.318
O -4.785 -7.323 1.715
C -4.441 -6.227 2.599
C -5.661 -5.880 3.607
C -3.282 -6.659 -0.225
H -4.084 -5.330 2.094
H -3.591 -6.447 3.246
H -6.589 -6.422 3.432
H -5.866 -4.813 3.691
H -5.287 -6.134 4.599
H -2.789 -5.836 0.293
H -4.322 -6.568 -0.538
H -2.670 -7.074 -1.026
O -0.771 10.037 5.530
S -0.565 9.230 4.318
O -1.035 9.681 2.990
O 1.090 8.841 4.188
C 1.886 9.178 3.078
C 3.305 8.760 3.374
C -1.272 7.515 4.552
H 2.014 10.259 3.017
H 1.483 9.024 2.077
H 3.244 7.678 3.485
H 3.767 9.295 4.204
H 3.874 8.816 2.445
H -0.868 6.915 3.737
H -2.352 7.404 4.457
H -0.956 7.287 5.570
O -0.371 11.447 -3.915
S -1.433 10.559 -3.465
O -2.316 9.867 -4.426
O -0.818 9.383 -2.401
C -1.670 8.239 -2.214
C -0.854 6.963 -2.564
C -2.484 11.362 -2.149
H -2.660 8.377 -2.648
H -1.971 8.203 -1.167
H -0.504 6.924 -3.596
H -1.515 6.102 -2.468
H 0.006 6.858 -1.903
H -1.721 11.835 -1.531
H -3.080 10.666 -1.559
H -3.172 12.131 -2.502
O 4.545 -8.905 -1.734
S 4.435 -7.499 -2.118
O 3.149 -6.828 -1.864
O 5.590 -6.571 -1.380
C 5.494 -5.155 -1.489
C 6.548 -4.644 -0.474
C 4.946 -7.322 -3.923
H 4.480 -4.810 -1.288
H 5.748 -4.972 -2.533
H 6.808 -3.587 -0.521
H 7.462 -5.095 -0.860
H 6.236 -4.948 0.525
H 4.334 -7.976 -4.545
H 5.895 -7.824 -4.109
H 4.808 -6.246 -4.030
O 5.683 -6.525 5.169
S 4.285 -6.524 5.406
O 3.736 -6.621 6.758
O 3.566 -5.241 4.560
C 2.215 -5.059 4.881
C 1.681 -4.613 3.556
C 3.556 -7.723 4.276
H 2.114 -4.262 5.618
H 1.623 -5.856 5.331
H 1.564 -5.485 2.913
H 2.493 -3.957 3.242
H 0.811 -3.964 3.660
H 3.669 -7.414 3.237
H 2.485 -7.819 4.457
H 4.096 -8.669 4.324
O 5.759 0.550 -9.939
S 5.015 -0.710 -9.706
O 5.670 -2.045 -9.741
O 4.202 -0.600 -8.236
C 3.499 0.555 -7.884
C 4.243 1.070 -6.625
C 3.539 -0.616 -10.822
H 2.457 0.273 -7.733
H 3.584 1.307 -8.668
H 5.091 1.622 -7.030
H 4.507 0.359 -5.842
H 3.679 1.727 -5.962
H 2.930 -1.518 -10.857
H 3.894 -0.434 -11.837
H 3.039 0.306 -10.523
C -1.091 0.709 0.976
C 0.236 0.963 0.694
C 0.830 0.472 -0.452
C 0.187 -0.525 -1.192
C -1.169 -0.785 -0.953
C -1.683 -0.357 0.283
H -1.534 0.985 1.921
H 0.709 1.755 1.256
H 1.873 0.657 -0.659
H 0.820 -0.878 -1.993
H -1.678 -1.541 -1.532
H -2.732 -0.488 0.503
C -7.072 1.954 -2.946
C -8.043 1.868 -1.934
C -9.401 2.088 -2.230
C -9.625 2.499 -3.505
C -8.608 2.628 -4.498
C -7.312 2.353 -4.233
H -6.067 1.702 -2.643
H -7.692 1.547 -0.965
H -10.217 1.928 -1.541
H -10.666 2.741 -3.659
H -8.838 3.071 -5.456
H -6.550 2.401 -4.997
```

Its spin multiplicity is 1. For the total energy, the calculation gives -7255.3107 hartree. Its total charge is 0. For the strongest force on any atom, the calculation gives 4.9 eV/Å. Its structure (SMILES) is CCOS(C)(=O)=O.CCOS(C)(=O)=O.CCOS(C)(=O)=O.CCOS(C)(=O)=O.CCOS(C)(=O)=O.CCOS(C)(=O)=O.O=S1(=O)OCCO1.O=S1(=O)OCCO1.O=S1(=O)OCCO1.c1ccccc1.c1ccccc1.

Which formula does entry 2 have? C36H72O30S9

The lowest total charge belongs to which entry? C36H72O30S9